Below is a 2-piece molecular cluster, C5H14BN2O3 overall, with properties calculated with the ωB97M-V functional and the def2-TZVPD basis.

Output
- LUMO (eV) = 2.73
- charge = -1
- largest force on an atom (eV Å⁻¹) = 0.4
- orbital gap (eV) = 3.17
- energy relative to the best compared isomer or geometry (same formula, charge and spin) (eV) = 0.0000

Element x y z (Å)
N -4.963776 0.333156 -0.480224
N -4.224008 1.232474 -1.356849
C -3.452898 2.127351 -0.514939
B -1.916658 1.818485 -0.468919
O -1.417050 0.540005 -0.360497
O -0.906461 2.835580 -0.564437
H -4.467024 -0.560416 -0.404582
H -5.817937 0.097663 -0.977176
H -3.832356 2.112545 0.535114
H -3.569218 3.189145 -0.840139
H -0.455528 0.548126 -0.333946
H -0.808557 3.319506 0.257144
C 3.555518 -1.330642 -0.293228
C 3.285866 -2.075885 1.013352
C 2.194725 -1.211313 1.636288
O 1.458426 -0.662114 0.550147
C 2.151414 -0.878940 -0.678186
H 4.022134 -1.947619 -1.060598
H 4.196766 -0.465660 -0.110117
H 2.902094 -3.076532 0.803762
H 4.162614 -2.171395 1.653643
H 2.627231 -0.397680 2.230041
H 1.509238 -1.773645 2.271914
H 1.628872 -1.649721 -1.254000
H 2.136573 0.047527 -1.253567

Cartesian forces, eV/Å:
N 0.10 -0.07 -0.01
N -0.09 0.09 0.02
C -0.02 0.04 0.09
B 0.15 0.01 0.01
O -0.18 -0.01 -0.15
O 0.19 -0.30 0.09
H 0.01 -0.02 0.01
H -0.02 0.03 -0.01
H -0.02 0.03 -0.04
H 0.02 -0.04 0.00
H 0.05 0.02 0.12
H -0.21 0.19 -0.07
C -0.01 -0.01 0.00
C 0.00 0.00 0.00
C 0.00 -0.03 0.00
O -0.01 0.08 -0.05
C 0.03 0.00 -0.01
H 0.00 0.00 0.01
H 0.00 0.00 0.00
H 0.00 0.00 0.00
H 0.00 0.01 -0.01
H 0.00 0.00 0.00
H 0.00 0.00 0.00
H 0.00 0.00 0.00
H 0.00 0.00 0.00

Results of the Mulliken charge analysis, in e, for atoms 1 through 8: number 1, N, carries -0.562; number 2, N, carries -0.663; number 3, C, carries -0.444; number 4, B, carries 0.461; number 5, O, carries -0.545; number 6, O, carries -0.582; number 7, H, carries 0.092; number 8, H, carries 0.237



Below is C5H14Br3NOTi as an isolated structure, with properties calculated with the ωB97M-V functional and the def2-TZVPD basis.

Output
- LUMO (spin up / spin down) (eV) = -0.29 / -4.12
- largest force on an atom (eV Å⁻¹) = 3.7
- spin multiplicity = 5
- orbital gap (spin up / spin down) (eV) = 4.87 / 4.29
- expectation value of S² = 6.009

Element x y z (Å)
Ti -10.883024 14.386823 31.921579
C -10.728775 18.185694 28.352324
N -11.895706 17.146458 27.908449
C -11.558342 15.837927 28.705781
C -13.368969 17.578381 28.305763
C -11.794014 16.674092 26.375857
C -12.068056 17.884227 25.515514
O -13.394116 17.876352 25.126348
H -10.785026 18.952916 27.580126
H -9.687586 17.865878 28.394054
H -11.012444 18.577974 29.328926
H -12.266750 15.091692 28.346066
H -11.775394 15.975159 29.765101
H -10.508800 15.607658 28.522693
H -13.361988 18.515142 27.748506
H -13.536290 17.756159 29.368079
H -14.063797 17.008268 27.689089
H -12.563504 15.913982 26.240841
H -10.765941 16.319362 26.302779
H -11.557646 18.023083 24.562460
H -11.791001 18.880808 25.859286
H -13.626108 18.544833 24.477558
Br -11.116650 12.363779 29.809475
Br -8.963005 16.386905 31.273930
Br -13.747421 14.837838 32.004811

Cartesian forces, eV/Å:
Ti 0.05 0.76 -0.15
C -2.24 0.24 -1.15
N 1.34 -2.31 1.65
C -0.85 0.91 -0.71
C 2.36 1.39 -2.48
C 0.31 2.37 2.05
C 0.58 1.34 -2.21
O -2.44 -0.57 0.53
H -0.06 0.25 0.36
H -0.47 -1.14 -0.05
H -0.06 -0.16 -0.14
H 0.30 -0.18 -0.07
H 0.27 0.30 -0.05
H -0.24 -0.17 0.16
H -0.57 0.55 0.52
H 0.24 -0.65 -0.18
H 0.07 -0.64 0.81
H 0.27 0.02 -0.05
H -0.25 -0.19 -0.16
H 1.17 -1.43 -0.09
H -0.03 -0.12 1.46
H 0.31 0.08 0.03
Br -0.32 0.35 0.31
Br -0.68 -0.62 0.03
Br 0.94 -0.37 -0.42

Results of the Mulliken charge analysis, in e, for atoms 1 through 8: number 1, Ti, carries 0.359; number 2, C, carries -0.707; number 3, N, carries -0.179; number 4, C, carries -0.886; number 5, C, carries -0.853; number 6, C, carries -0.435; number 7, C, carries -0.543; number 8, O, carries -0.532



Below is C5H14CdN3S as an isolated structure, with properties calculated with the ωB97M-V functional and the def2-TZVPD basis.

Output
- LUMO (spin up / spin down) (eV) = 3.16 / 3.16
- charge = -1
- largest force on an atom (eV Å⁻¹) = 2.9
- orbital gap (spin up / spin down) (eV) = 2.76 / 3.04
- energy relative to the best compared isomer or geometry (same formula, charge and spin) (eV) = 0.0000

Element x y z (Å)
C -3.044140 -1.450534 0.431984
Cd -1.335140 0.189233 -0.451098
N -2.902817 1.985233 -1.024046
H -5.427476 -3.405758 1.399943
H -3.266795 2.454356 -0.192353
H -4.851334 -2.955977 1.206019
H -3.853133 -1.385382 -0.302307
H -3.265371 -1.040089 1.424821
H -2.484107 -2.396318 0.434183
H -2.395339 2.671659 -1.589386
H -3.695347 1.634151 -1.568198
C 3.482274 -0.123410 -1.660368
N 2.977453 0.147779 -0.318310
C 3.673755 -0.014057 0.870449
C 2.862315 0.398034 1.876960
N 1.670709 0.798548 1.283171
C 1.747740 0.668126 -0.079895
S 0.693858 1.165450 -1.327870
H 2.816752 -0.814053 -2.188315
H 3.553525 0.800966 -2.243588
H 4.475187 -0.569462 -1.551410
H 4.673832 -0.404348 0.870539
H 3.016273 0.433396 2.936657
H 0.877324 1.212455 1.762419

Cartesian forces, eV/Å:
C 1.30 0.91 -0.67
Cd -2.06 -1.52 1.45
N -0.22 0.29 -0.36
H 0.07 0.05 0.00
H 0.18 -0.11 -0.11
H -0.20 -0.16 0.06
H -0.04 -0.21 0.27
H -0.05 -0.23 -0.29
H -0.46 0.18 0.10
H -0.23 -0.11 0.20
H 0.13 0.13 0.09
C -0.03 -0.20 0.60
N 1.08 -1.33 -0.55
C -0.43 0.26 0.08
C 0.12 -0.01 -0.82
N -0.39 -0.01 0.68
C -0.05 1.69 -0.80
S 1.19 0.41 0.03
H 0.18 0.19 0.12
H -0.08 0.06 0.06
H -0.13 0.02 -0.07
H 0.05 -0.03 0.12
H -0.01 -0.03 0.09
H 0.08 -0.23 -0.28

Results of the Mulliken charge analysis, in e, for atoms 1 through 8: number 1, C, carries -1.776; number 2, Cd, carries 0.165; number 3, N, carries -1.366; number 4, H, carries 0.208; number 5, H, carries 0.557; number 6, H, carries -0.136; number 7, H, carries 0.314; number 8, H, carries 0.456



Below is C5H14ClO3STiYb as an isolated structure, with properties calculated with the ωB97M-V functional and the def2-TZVPD basis.

Output
- LUMO (spin up / spin down) (eV) = 2.11 / 2.12
- charge = -1
- largest force on an atom (eV Å⁻¹) = 3.7
- spin multiplicity = 3
- orbital gap (spin up / spin down) (eV) = 4.01 / 5.70
- energy relative to the best compared isomer or geometry (same formula, charge and spin) (eV) = 0.7718
- expectation value of S² = 2.005

Element x y z (Å)
Ti 1.228065 -1.610663 -1.408651
Cl 1.986558 -0.448411 -3.123227
C -0.803064 -1.681232 -1.432518
C 1.735551 -3.538713 -1.754300
H -1.031888 -2.747051 -1.245882
H -1.420731 -1.019066 -0.802124
H -1.030187 -1.479286 -2.504615
H 0.822128 -4.137772 -1.872244
H 2.337075 -3.936583 -0.927049
H 2.310157 -3.560517 -2.691564
Yb 0.161479 0.380213 1.466205
C 1.643938 2.157582 1.107621
C 1.925137 -1.184861 0.513057
H 2.444329 2.223710 1.860849
H 2.105751 2.142478 0.110188
H 1.020716 3.060033 1.190890
H 2.494557 -0.343236 0.959434
H 2.151781 -2.175048 0.971001
C -2.683324 3.118048 0.986842
S -2.424380 1.412739 1.419292
O -3.675291 0.748405 1.641506
O -1.608310 0.872963 0.255790
O -1.472120 1.418400 2.591805
H -3.061889 3.646037 1.867219
H -3.415593 3.122160 0.170700
H -1.740445 3.559673 0.649776

Cartesian forces, eV/Å:
Ti 0.77 0.73 1.36
Cl 0.69 1.15 -1.58
C -1.68 0.12 -0.02
C 0.37 -1.42 -0.31
H -0.23 0.32 0.14
H -0.11 -0.55 -0.52
H -0.04 -0.02 0.47
H 0.18 -0.17 -0.06
H 0.05 -0.17 -0.19
H 0.01 -0.27 0.14
Yb 2.95 -1.38 -1.65
C -0.47 -0.05 0.26
C -1.58 0.65 1.53
H -0.12 0.08 -0.16
H -0.12 -0.07 0.22
H 0.23 0.24 -0.02
H 0.38 -0.43 -0.09
H 0.13 0.57 0.00
C -0.21 -0.03 0.06
S 0.38 0.14 -0.82
O 0.42 0.43 0.04
O -1.10 0.59 1.30
O -0.93 -0.12 -0.30
H -0.01 -0.14 -0.20
H 0.17 0.03 0.26
H -0.14 -0.25 0.14

Results of the Mulliken charge analysis, in e, for atoms 1 through 8: number 1, Ti, carries 0.508; number 2, Cl, carries -0.600; number 3, C, carries -1.017; number 4, C, carries -0.899; number 5, H, carries 0.259; number 6, H, carries 0.318; number 7, H, carries 0.250; number 8, H, carries 0.244



Below is C5H14IN2 as an isolated structure, with properties calculated with the ωB97M-V functional and the def2-TZVPD basis.

Output
- LUMO (eV) = -3.75
- charge = +1
- largest force on an atom (eV Å⁻¹) = 4.2
- orbital gap (eV) = 9.01
- energy relative to the best compared isomer or geometry (same formula, charge and spin) (eV) = 1.4626

Element x y z (Å)
C -1.379649 0.175628 2.881168
C -0.431668 -1.179229 -1.374417
C 2.064529 0.315056 -2.346757
C -1.467357 0.190837 1.366863
C -0.032316 0.086817 -0.683105
N 1.804257 0.209288 -0.937841
N -0.115709 -0.006401 0.773726
I 2.448742 1.879762 0.130632
H -2.351089 0.423735 3.301381
H -1.095617 -0.805912 3.254245
H -0.664598 0.912660 3.240244
H -1.391116 -1.537017 -1.005343
H -0.527141 -1.029246 -2.442500
H 0.311153 -1.953500 -1.199613
H 1.536670 1.130510 -2.849011
H 3.135783 0.472273 -2.478438
H 1.802032 -0.631020 -2.817436
H -1.856879 1.146998 1.014234
H -2.124751 -0.605613 1.014497
H -0.463208 1.008631 -1.060738
H 0.257495 -0.919369 1.062427
H 0.540436 0.715112 1.155780

Cartesian forces, eV/Å:
C 0.03 -0.02 -0.09
C -0.11 0.07 0.11
C 0.13 0.36 -0.61
C -0.61 0.09 0.41
C 3.99 -0.07 -1.25
N -3.77 -0.29 1.81
N 0.47 0.13 0.23
I -0.10 -0.13 -0.35
H -0.03 -0.01 0.00
H 0.05 -0.07 0.05
H 0.05 0.08 0.07
H -0.16 -0.02 -0.02
H -0.02 0.07 -0.12
H 0.11 -0.10 0.07
H 0.00 0.04 -0.05
H -0.02 -0.07 -0.08
H 0.00 -0.06 -0.02
H 0.15 -0.07 -0.12
H 0.14 0.08 -0.13
H -0.04 0.09 0.20
H 0.03 0.19 -0.05
H -0.27 -0.31 -0.05

Results of the Mulliken charge analysis, in e, for atoms 1 through 8: number 1, C, carries -1.211; number 2, C, carries -1.449; number 3, C, carries -0.826; number 4, C, carries -0.350; number 5, C, carries 0.121; number 6, N, carries -0.553; number 7, N, carries 0.045; number 8, I, carries 0.143



Below is a 2-piece molecular cluster, C5H14N overall, with properties calculated with the ωB97M-V functional and the def2-TZVPD basis.

Output
- LUMO (eV) = -8.92
- charge = +1
- largest force on an atom (eV Å⁻¹) = 2.4
- orbital gap (eV) = 6.90
- energy relative to the best compared isomer or geometry (same formula, charge and spin) (eV) = 5.6879

Element x y z (Å)
C 2.356584 -0.541966 0.548204
C 0.907874 0.116928 0.487514
C 0.381772 0.573128 1.858236
C -1.094502 0.990955 1.849139
C -1.472875 1.889280 0.674367
N 0.071250 -0.698654 -0.149432
H 2.275771 -1.482393 1.093840
H 2.739583 -0.763889 -0.451260
H 3.007863 0.163893 1.038427
H 1.048656 1.037062 -0.140087
H 1.019014 1.374390 2.247731
H 0.479221 -0.286560 2.528485
H -1.332922 1.473372 2.790736
H -1.708330 0.087422 1.790522
H -0.805779 2.740736 0.577871
H -2.488360 2.265104 0.778643
H -1.420581 1.350231 -0.279744
H -2.060888 -4.414220 -7.835648
H 0.482799 -1.034167 -1.042373
H -2.386154 -4.840643 -8.365174

Cartesian forces, eV/Å:
C 0.47 -0.76 -0.98
C -0.98 0.43 2.13
C -0.04 0.06 -0.06
C -0.14 -0.27 -0.46
C 0.09 -0.18 -0.08
N 0.19 -0.21 -0.78
H -0.06 0.27 0.14
H -0.04 0.15 0.09
H -0.02 0.27 0.24
H 0.41 -0.26 -0.57
H -0.01 -0.13 -0.15
H 0.20 0.07 0.06
H 0.07 0.05 0.14
H 0.00 0.08 0.14
H 0.16 0.27 0.08
H 0.00 -0.05 -0.03
H -0.18 0.03 0.03
H -0.19 -0.25 -0.31
H -0.11 0.18 0.07
H 0.19 0.25 0.31

Results of the Mulliken charge analysis, in e, for atoms 1 through 8: number 1, C, carries -1.292; number 2, C, carries 0.438; number 3, C, carries -0.819; number 4, C, carries -0.384; number 5, C, carries -1.193; number 6, N, carries -0.162; number 7, H, carries 0.409; number 8, H, carries 0.456